(1)
The following is a DFT calculation (ωB97M-V/def2-TZVPD) of a cluster of 3 separate species, H7O3 in total in a non-equilibrium geometry.

As for the spin multiplicity: 1. The HOMO-LUMO gap is 0.50304 hartree. Its charge is +1. Its calculated total energy is -6249.20866 eV.

Bonds (Å) are listed after each position.
Cartesian coordinates (Å):
1 O -1.55255 -1.01270 -0.51562  H5 0.970, H6 0.967
2 O 1.44621 1.24059 -0.55047  H7 0.951, H9 0.969
3 O 0.13559 -0.25505 1.03070  H4 0.958, H8 1.042, H10 1.093
4 H 0.29758 -0.19253 1.97245  O3 0.958
5 H -1.81118 -1.94226 -0.61935  O1 0.970
6 H -2.32734 -0.49300 -0.76884  O1 0.967
7 H 1.41969 2.18551 -0.44774  O2 0.951
8 H 0.75373 0.35748 0.45832  O3 1.042
9 H 1.78432 0.89933 -1.39183  O2 0.969
10 H -0.68397 -0.71281 0.47087  O3 1.093

Partial charges, Löwdin, in e: O 0.07; O 0.02; O 0.15; H 0.15; H 0.13; H 0.13; H 0.09; H 0.08; H 0.11; H 0.08

(2)
The following is a DFT calculation (ωB97M-V/def2-TZVPD) of a cluster of 40 separate species, H80O40 in total in a non-equilibrium geometry.

As for the spin multiplicity: 2. The HOMO-LUMO gap (alpha / beta) is 0.06742 / 0.33702 hartree. Its expectation value of S² is 0.7507. Its charge is -1. Its calculated total energy is -83196.14681 eV.

Bonds (Å) are listed after each position.
Cartesian coordinates (Å):
1 O 1.27265 -2.02341 3.82774  H84 0.971, H118 0.984
2 O -0.13448 -2.97313 -3.48085  H55 0.966, H85 0.979
3 O -1.63963 -2.83310 -0.05295  H54 0.960, H97 1.003
4 O 5.24461 2.18006 1.70806  H43 0.945, H63 0.967
5 O 2.20255 3.59719 0.29917  H76 0.966, H105 0.979
6 O -4.54205 4.09319 -0.42288  H47 0.975, H99 0.942
7 O -3.80221 0.76090 -3.16089  H57 0.986, H117 0.942
8 O 3.15939 -0.85295 -2.97537  H72 0.971, H74 1.006
9 O -2.90756 1.85698 -0.62849  H49 0.965, H108 0.984
10 O -4.02417 1.55529 3.65745  H45 0.985, H116 0.953
11 O 0.41321 6.11204 0.39876  H77 0.941, H86 0.963
12 O 5.42081 0.59042 -3.69078  H92 0.947, H93 0.941
13 O -3.01273 -1.77704 3.98636  H82 0.973, H101 0.954
14 O -2.59078 -1.55359 -4.01147  H50 0.973, H106 0.950
15 O 0.65726 -0.48765 -3.04614  H67 0.958, H107 0.994
16 O -1.16946 0.30130 1.88710  H71 0.950, H104 0.943
17 O -0.46797 2.96027 2.35476  H53 0.958, H56 0.983
18 O 3.12604 -4.52260 0.72857  H44 0.933, H95 0.943
19 O -2.64383 4.77897 1.98099  H70 0.960, H94 0.955
20 O -4.66049 -2.70788 -2.32691  H66 0.934, H90 0.937
21 O -0.22495 2.38538 -1.31527  H75 0.977, H87 0.954
22 O -0.42868 4.70046 -4.66683  H46 0.994, H69 0.977
23 O 2.34329 0.23880 2.18613  H64 0.945, H100 0.962
24 O -1.04615 -5.81806 -1.75642  H65 0.941, H96 0.962
25 O -5.38127 -2.52141 2.94909  H68 0.969, H89 0.984
26 O 3.48851 -3.89100 -1.65338  H60 0.943, H111 0.965
27 O -5.52839 1.83157 1.14212  H58 0.952, H98 1.025
28 O 5.27337 -1.13181 1.19376  H79 0.988, H119 0.969
29 O -3.57270 -5.37265 0.67731  H114 0.944, H115 0.937
30 O 2.49428 -2.11385 0.22870  H42 1.003, H80 0.958
31 O 3.74037 -3.17631 2.99470  H48 0.963, H52 0.963
32 O 4.50420 0.48769 -1.09153  H41 0.986, H113 0.961
33 O -2.74584 3.95899 4.61891  H51 0.971, H103 0.959
34 O -0.97189 -2.28540 2.43622  H61 1.000, H73 1.001
35 O 2.24286 3.73740 2.84450  H81 0.972, H83 0.963
36 O 2.45991 1.76704 -1.90106  H78 0.982, H109 0.967
37 O 2.90895 -4.27337 -4.24198  H110 0.946, H120 0.954
38 O 1.41499 1.43525 4.23944  H62 0.932, H91 0.951
39 O -3.91537 -1.07180 0.15150  H59 0.934, H112 0.950
40 O 3.41867 1.62476 -5.22482  H88 0.975, H102 0.948
41 H 3.81288 1.17330 -1.24978  O32 0.986
42 H 2.52495 -3.11107 0.12602  O30 1.003
43 H 4.32341 2.24557 1.90782  O4 0.945
44 H 3.99027 -4.45586 1.07289  O18 0.933
45 H -4.85859 1.76629 3.17826  O10 0.985
46 H -0.42482 5.43498 -3.99728  O22 0.994
47 H -4.02329 3.32503 -0.72608  O6 0.975
48 H 4.02344 -2.50920 3.62915  O31 0.963
49 H -2.60006 1.19500 -1.25940  O9 0.965
50 H -1.62107 -1.58879 -3.93411  O14 0.973
51 H -2.26247 3.33204 4.05738  O33 0.971
52 H 2.90825 -3.54092 3.31431  O31 0.963
53 H -1.04632 2.56227 3.00677  O17 0.958
54 H -0.79035 -2.96760 -0.48086  O3 0.960
55 H -0.45630 -3.17933 -2.59375  O2 0.966
56 H -0.71828 3.82433 1.95733  O17 0.983
57 H -3.25950 -0.00901 -3.45362  O7 0.986
58 H -6.47272 1.92450 1.06124  O27 0.952
59 H -4.35284 -0.74688 -0.60670  O39 0.934
60 H 3.37863 -4.79465 -1.40788  O26 0.943
61 H -1.72793 -2.69482 2.94592  O34 1.000
62 H 1.64310 2.12733 4.82092  O38 0.932
63 H 5.41963 1.33903 1.26447  O4 0.967
64 H 1.42601 0.44752 2.09671  O23 0.945
65 H -0.76996 -4.93981 -1.56063  O24 0.941
66 H -3.79700 -2.78056 -1.97917  O20 0.934
67 H 0.60841 -0.83916 -3.93631  O15 0.958
68 H -5.54360 -3.07029 2.16770  O25 0.969
69 H 0.41713 4.34182 -4.33372  O22 0.977
70 H -3.31496 4.92716 2.65143  O19 0.960
71 H -1.77593 1.02244 1.76310  O16 0.950
72 H 3.39384 -0.52537 -2.09191  O8 0.971
73 H -1.14058 -1.31207 2.60054  O34 1.001
74 H 3.45521 -1.73611 -2.59481  O8 1.006
75 H -0.42790 1.78318 -0.57340  O21 0.977
76 H 2.17950 4.51474 0.60109  O5 0.966
77 H 0.01426 6.87565 0.77653  O11 0.941
78 H 2.90847 2.28456 -2.60502  O36 0.982
79 H 5.19541 -0.61287 0.35615  O28 0.988
80 H 2.77847 -1.85296 1.10517  O30 0.958
81 H 1.70541 2.96015 2.61783  O35 0.972
82 H -3.86629 -1.31672 4.06543  O13 0.973
83 H 3.13346 3.40608 3.00186  O35 0.963
84 H 0.55535 -2.37381 3.27477  O1 0.971
85 H 0.61272 -3.57404 -3.67975  O2 0.979
86 H 0.43087 6.11079 -0.56366  O11 0.963
87 H -0.62346 1.97330 -2.07760  O21 0.954
88 H 3.33359 0.65414 -5.17731  O40 0.975
89 H -4.69581 -1.92536 2.57063  O25 0.984
90 H -5.39510 -3.28629 -2.27318  O20 0.937
91 H 2.05487 0.76377 4.02866  O38 0.951
92 H 5.06634 0.04041 -4.37524  O12 0.947
93 H 5.32162 1.49846 -3.91884  O12 0.941
94 H -3.00149 4.32586 1.21998  O19 0.955
95 H 2.61685 -5.22668 1.09405  O18 0.943
96 H -1.59788 -5.87396 -2.54266  O24 0.962
97 H -1.45685 -2.58892 0.90269  O3 1.003
98 H -4.94765 2.67595 1.11999  O27 1.025
99 H -5.48156 4.16388 -0.42881  O6 0.942
100 H 2.90211 0.72221 1.57003  O23 0.962
101 H -3.20847 -2.52706 3.43008  O13 0.954
102 H 3.47027 2.03058 -4.36995  O40 0.948
103 H -2.18189 3.95571 5.39512  O33 0.959
104 H -0.31798 0.70250 1.94204  O16 0.943
105 H 1.57920 3.43758 -0.43893  O5 0.979
106 H -2.64231 -1.25730 -4.91268  O14 0.950
107 H 1.63918 -0.55402 -2.90521  O15 0.994
108 H -3.25653 1.36188 0.14682  O9 0.984
109 H 1.67930 2.23437 -1.57401  O36 0.967
110 H 3.23174 -3.87041 -3.44932  O37 0.946
111 H 3.95971 -3.30233 -1.05179  O26 0.965
112 H -3.38451 -1.84052 0.32367  O39 0.950
113 H 5.35669 0.59175 -1.52373  O32 0.961
114 H -4.10169 -4.59173 0.70854  O29 0.944
115 H -2.83729 -5.39141 0.09694  O29 0.937
116 H -3.81940 2.30691 4.20682  O10 0.953
117 H -3.85819 1.42755 -3.82352  O7 0.942
118 H 1.65959 -1.39966 3.17312  O1 0.984
119 H 4.37524 -1.49571 1.21016  O28 0.969
120 H 2.59811 -3.69425 -4.93286  O37 0.954

Atomic partial charges in e from the Löwdin method, atoms 1 to 99: O -0.08; O -0.06; O -0.08; O -0.04; O -0.09; O -0.07; O -0.07; O -0.08; O -0.07; O -0.06; O -0.05; O -0.06; O -0.05; O -0.05; O -0.12; O -0.01; O -0.05; O -0.03; O -0.05; O -0.03; O -0.06; O -0.13; O -0.03; O -0.04; O -0.06; O -0.06; O -0.09; O -0.08; O -0.03; O -0.09; O -0.06; O -0.10; O -0.05; O -0.10; O -0.08; O -0.08; O -0.06; O -0.04; O -0.03; O -0.08; H 0.01; H 0.01; H -0.03; H 0.05; H 0.03; H 0.03; H 0.01; H 0.06; H 0.03; H 0.03; H 0.01; H 0.03; H 0.01; H 0.02; H 0.01; H 0.06; H 0.00; H 0.04; H 0.01; H 0.05; H 0.07; H 0.02; H 0.01; H 0.02; H -0.03; H -0.01; H 0.00; H 0.04; H 0.01; H 0.03; H 0.02; H 0.01; H 0.05; H 0.08; H 0.05; H 0.02; H 0.02; H 0.04; H 0.01; H -0.03; H -0.01; H 0.05; H 0.02; H -0.01; H 0.05; H 0.03; H 0.04; H 0.03; H 0.02; H 0.02; H 0.01; H 0.01; H 0.01; H 0.01; H 0.07; H 0.05; H 0.01; H 0.06; H 0.03

Energy above the lowest of the compared OMol25 structures with the same formula, charge and spin readings, ordered: 4.9; 94.5 kcal per mole